1.
C93H198N10O11 | ωB97M-V/def2-TZVPD

Geometry (Å):
C  -1.441  3.622  4.303
C  -0.362  4.316  5.245
C  1.066  3.778  4.936
C  1.770  4.248  3.623
C  1.757  5.833  3.757
C  0.403  6.530  4.002
N  -0.251  5.810  5.113
O  -1.490  6.445  5.362
C  0.641  7.979  4.529
C  -0.409  6.572  2.714
C  -0.721  3.927  6.665
H  -2.173  3.027  4.894
H  -0.904  2.984  3.538
H  -2.062  4.239  3.725
H  1.720  3.988  5.779
H  0.857  2.659  4.973
H  1.113  4.037  2.725
H  2.752  3.759  3.507
H  2.266  6.212  2.900
H  2.451  5.962  4.588
H  1.203  8.023  5.432
H  1.166  8.541  3.778
H  -0.314  8.573  4.741
H  -1.403  6.880  2.939
H  0.018  7.151  1.922
H  -0.495  5.575  2.338
H  -1.805  4.151  6.783
H  -0.203  4.491  7.414
H  -0.611  2.841  6.741
H  -1.193  7.034  6.070
C  -5.378  2.496  -3.595
C  -5.314  1.020  -4.013
C  -5.636  0.909  -5.484
C  -5.348  -0.513  -6.034
C  -3.890  -0.743  -5.858
C  -3.355  -0.660  -4.343
N  -3.889  0.666  -3.845
O  -3.663  0.785  -2.448
C  -3.882  -1.884  -3.688
C  -1.890  -0.653  -4.195
C  -6.222  0.186  -3.084
H  -4.458  2.959  -3.949
H  -5.495  2.668  -2.515
H  -6.223  2.937  -4.102
H  -6.656  1.170  -5.720
H  -5.020  1.612  -6.036
H  -5.621  -0.541  -7.095
H  -5.921  -1.243  -5.460
H  -3.278  -0.021  -6.436
H  -3.696  -1.742  -6.350
H  -3.284  -2.787  -4.111
H  -3.772  -1.851  -2.619
H  -4.953  -2.039  -3.878
H  -1.376  -1.510  -4.636
H  -1.604  0.341  -4.621
H  -1.597  -0.546  -3.108
H  -5.843  0.394  -2.065
H  -6.210  -0.905  -3.362
H  -7.301  0.508  -3.124
H  -2.872  1.288  -2.323
C  -1.680  -3.171  7.868
C  -0.503  -3.776  7.044
C  -1.062  -4.430  5.762
C  -1.490  -3.324  4.725
C  -0.360  -2.390  4.356
C  0.199  -1.703  5.607
N  0.515  -2.811  6.578
O  1.220  -2.285  7.740
C  1.563  -0.994  5.324
C  -0.769  -0.649  6.190
C  0.216  -4.781  7.911
H  -2.403  -2.576  7.385
H  -1.211  -2.619  8.725
H  -2.295  -3.985  8.255
H  -0.222  -5.006  5.285
H  -1.848  -5.119  5.969
H  -2.160  -2.764  5.346
H  -1.976  -3.713  3.864
H  -0.782  -1.609  3.750
H  0.449  -2.907  3.814
H  2.395  -1.730  5.143
H  1.389  -0.334  4.468
H  1.762  -0.347  6.211
H  -1.792  -0.941  6.177
H  -0.497  -0.496  7.200
H  -0.583  0.350  5.721
H  0.540  -4.383  8.852
H  1.150  -5.085  7.392
H  -0.472  -5.614  8.075
H  0.652  -1.672  8.212
C  5.338  -5.671  5.593
C  4.984  -4.205  5.205
C  6.279  -3.499  4.572
C  6.602  -3.983  3.216
C  5.454  -3.739  2.288
C  4.076  -4.368  2.764
N  3.879  -3.959  4.186
O  2.615  -4.413  4.628
C  3.037  -3.713  1.875
C  4.010  -5.893  2.617
C  4.516  -3.467  6.512
H  6.047  -6.013  4.846
H  4.543  -6.308  5.711
H  5.894  -5.711  6.570
H  6.055  -2.453  4.594
H  7.136  -3.586  5.232
H  6.655  -5.033  3.276
H  7.548  -3.610  2.840
H  5.622  -4.176  1.274
H  5.193  -2.719  2.125
H  3.137  -2.634  1.799
H  3.178  -4.102  0.876
H  2.028  -3.827  2.176
H  4.854  -6.353  3.178
H  3.027  -6.302  3.023
H  4.086  -6.149  1.568
H  3.626  -3.910  6.976
H  4.308  -2.421  6.405
H  5.295  -3.572  7.287
H  2.152  -3.727  5.121
C  -4.759  -0.717  2.444
C  -5.426  0.612  2.253
C  -4.930  1.191  0.868
C  -5.720  2.487  0.439
C  -7.171  2.153  0.437
C  -7.694  1.560  1.818
N  -6.853  0.450  2.207
O  -7.254  -0.086  3.448
C  -7.740  2.791  2.799
C  -9.155  1.044  1.646
C  -4.875  1.596  3.360
H  -5.122  -1.264  3.351
H  -3.718  -0.495  2.469
H  -4.939  -1.408  1.624
H  -3.864  1.332  0.893
H  -5.084  0.438  0.130
H  -5.381  2.930  -0.485
H  -5.619  3.157  1.253
H  -7.337  1.317  -0.272
H  -7.813  2.950  0.224
H  -8.559  3.415  2.535
H  -7.958  2.516  3.800
H  -6.848  3.450  2.834
H  -9.129  0.341  0.836
H  -9.598  0.706  2.533
H  -9.706  1.873  1.266
H  -5.331  1.545  4.361
H  -5.007  2.598  2.985
H  -3.815  1.434  3.518
H  -6.884  0.505  4.158
C  6.515  1.017  1.224
C  5.091  1.604  1.556
C  4.064  0.435  1.844
C  4.359  -0.157  3.246
C  4.444  0.860  4.402
C  5.357  2.050  4.171
N  4.969  2.554  2.777
O  5.553  3.840  2.558
C  5.082  3.163  5.194
C  6.839  1.642  4.214
C  4.552  2.412  0.330
H  6.919  0.266  1.912
H  7.255  1.845  1.241
H  6.664  0.598  0.199
H  3.052  0.722  1.799
H  4.244  -0.359  1.128
H  5.337  -0.674  3.192
H  3.596  -0.898  3.519
H  4.722  0.293  5.316
H  3.384  1.301  4.502
H  5.012  2.745  6.217
H  5.807  3.987  5.120
H  4.125  3.606  4.956
H  7.451  2.300  3.625
H  7.253  1.758  5.182
H  6.946  0.629  3.969
H  5.347  3.067  -0.091
H  3.632  3.001  0.520
H  4.368  1.607  -0.437
H  6.493  3.825  2.602
C  -2.277  5.651  -3.546
C  -2.291  7.197  -3.352
C  -3.303  7.853  -4.202
C  -4.791  7.579  -3.876
C  -5.155  7.872  -2.419
C  -4.137  7.227  -1.472
N  -2.754  7.572  -1.947
O  -1.802  7.007  -0.975
C  -4.257  7.916  -0.121
C  -4.557  5.763  -1.168
C  -0.864  7.758  -3.607
H  -1.527  5.201  -4.169
H  -3.243  5.359  -3.894
H  -2.208  5.092  -2.592
H  -3.286  8.952  -4.073
H  -3.049  7.712  -5.235
H  -5.111  6.522  -3.962
H  -5.450  8.034  -4.605
H  -6.131  7.409  -2.379
H  -5.141  8.956  -2.155
H  -5.274  8.143  0.189
H  -3.838  7.242  0.621
H  -3.689  8.811  -0.098
H  -3.713  5.268  -0.712
H  -5.290  5.874  -0.355
H  -4.957  5.168  -1.985
H  -0.928  8.846  -3.549
H  -0.679  7.363  -4.650
H  -0.065  7.436  -2.925
H  -1.195  7.727  -0.813
C  3.780  2.066  -3.374
C  2.911  2.132  -4.615
C  3.553  3.002  -5.691
C  4.900  2.403  -6.129
C  4.597  1.056  -6.773
C  3.921  0.114  -5.831
N  2.786  0.754  -5.144
O  2.207  -0.053  -4.098
C  3.331  -1.015  -6.683
C  4.901  -0.435  -4.836
C  1.461  2.633  -4.302
H  3.632  1.098  -2.798
H  3.623  2.916  -2.680
H  4.873  2.080  -3.485
H  2.956  2.996  -6.583
H  3.794  3.914  -5.196
H  5.506  2.401  -5.216
H  5.440  3.043  -6.790
H  5.516  0.584  -7.252
H  3.908  1.383  -7.517
H  4.111  -1.382  -7.371
H  3.000  -1.857  -6.079
H  2.427  -0.685  -7.250
H  5.729  0.264  -4.481
H  4.371  -0.791  -3.931
H  5.474  -1.253  -5.225
H  0.828  2.486  -5.209
H  1.394  3.696  -3.965
H  1.105  2.045  -3.393
H  1.457  -0.442  -4.541
C  2.930  -5.216  -3.293
C  1.631  -5.357  -4.131
C  1.505  -4.272  -5.156
C  2.462  -4.418  -6.320
C  2.174  -5.802  -6.964
C  2.370  -6.937  -6.029
N  1.518  -6.611  -4.815
O  1.618  -7.653  -3.838
C  1.869  -8.216  -6.589
C  3.867  -7.082  -5.609
C  0.374  -5.288  -3.205
H  2.922  -4.275  -2.750
H  3.779  -5.346  -3.841
H  2.996  -6.034  -2.640
H  0.492  -4.191  -5.506
H  1.861  -3.438  -4.630
H  3.456  -4.220  -5.910
H  2.209  -3.631  -7.063
H  2.730  -5.929  -7.889
H  1.112  -5.668  -7.211
H  1.507  -8.803  -5.726
H  1.073  -8.008  -7.268
H  2.791  -8.616  -7.070
H  3.886  -7.436  -4.515
H  4.249  -7.921  -6.151
H  4.452  -6.180  -5.779
H  -0.589  -5.115  -3.719
H  0.531  -4.365  -2.676
H  0.227  -6.175  -2.545
H  0.718  -7.955  -3.930
C  -0.016  0.722  1.344
C  -0.039  0.383  -0.133
C  1.381  0.040  -0.715
C  1.823  -1.382  -0.447
C  0.776  -2.319  -1.042
C  -0.585  -2.084  -0.397
N  -0.979  -0.732  -0.530
O  -2.321  -0.474  0.056
C  -1.737  -2.862  -1.156
C  -0.549  -2.526  1.065
C  -0.483  1.581  -0.947
H  -0.674  0.127  1.946
H  -0.161  1.815  1.489
H  0.922  0.539  1.830
H  1.253  0.186  -1.806
H  2.012  0.761  -0.293
H  1.821  -1.408  0.668
H  2.850  -1.574  -0.826
H  1.079  -3.407  -1.090
H  0.617  -1.926  -2.032
H  -1.755  -2.651  -2.192
H  -1.534  -3.971  -1.057
H  -2.735  -2.591  -0.721
H  -1.597  -2.564  1.347
H  -0.130  -3.567  1.014
H  0.201  -1.956  1.639
H  -0.596  1.153  -1.959
H  0.321  2.324  -0.903
H  -1.303  2.141  -0.550
H  -2.834  -0.419  -0.769
C  -3.046  -6.435  -6.952
C  -2.139  -6.854  -5.919
C  -2.806  -7.262  -4.600
O  -1.295  -7.984  -6.286
H  -3.795  -5.701  -6.621
H  -3.672  -7.267  -7.271
H  -2.535  -6.008  -7.795
H  -1.496  -5.986  -5.751
H  -2.045  -7.552  -3.901
H  -3.440  -8.095  -4.648
H  -3.415  -6.426  -4.100
H  -0.548  -7.876  -5.696

Properties
net charge: 0
SMILES string: CC1(C)CCCC(C)(C)N1O.CC1(C)CCCC(C)(C)N1O.CC1(C)CCCC(C)(C)N1O.CC1(C)CCCC(C)(C)N1O.CC1(C)CCCC(C)(C)N1O.CC1(C)CCCC(C)(C)N1O.CC1(C)CCCC(C)(C)N1O.CC1(C)CCCC(C)(C)N1O.CC1(C)CCCC(C)(C)N1O.CC1(C)CCCC(C)(C)N1O.CC(C)O
maximum force: 3.50 eV Å⁻¹
calculated total energy: -137059.923 eV
gap between HOMO and LUMO: 0.3120 hartree

***

2.
C18H18N2O4 | ωB97M-V/def2-TZVPD

Geometry (Å):
C  2.700  0.310  -2.433
C  2.645  1.548  -1.545
H  3.631  2.019  -1.455
O  2.106  1.264  -0.267
C  2.805  0.486  0.600
C  4.170  0.229  0.550
C  4.777  -0.520  1.544
C  4.043  -1.028  2.600
C  2.680  -0.797  2.657
C  2.068  -0.057  1.664
N  0.667  0.176  1.691
C  -0.155  -0.154  0.642
O  0.135  -0.841  -0.304
C  -1.536  0.443  0.935
N  -2.605  -0.477  0.613
C  -3.253  -0.423  -0.623
C  -3.574  0.805  -1.205
C  -4.266  0.851  -2.399
C  -4.664  -0.314  -3.034
C  -4.376  -1.532  -2.446
C  -3.682  -1.591  -1.252
H  -3.488  -2.550  -0.798
H  -4.692  -2.450  -2.918
H  -5.201  -0.269  -3.968
H  -4.501  1.811  -2.835
H  -3.305  1.732  -0.723
O  -2.322  -1.761  1.096
H  -1.662  -2.183  0.515
C  -1.467  0.792  2.421
C  0.007  0.777  2.756
O  0.542  1.180  3.751
H  -1.917  1.748  2.681
H  -1.965  0.012  3.003
H  -1.640  1.339  0.320
H  2.085  -1.187  3.468
H  4.525  -1.605  3.373
H  5.840  -0.703  1.488
H  4.772  0.623  -0.253
H  1.951  2.281  -1.964
H  1.726  -0.173  -2.438
H  2.966  0.595  -3.447
H  3.432  -0.403  -2.061

Properties
net charge: 0
SMILES string: CCOc1ccccc1N1C(=O)C[C@H](N(O)c2ccccc2)C1=O
maximum force: 0.61 eV Å⁻¹
calculated total energy: -30127.547 eV
gap between HOMO and LUMO: 0.3261 hartree

***

3.
C38H40N9PtS2Se | ωB97M-V/def2-TZVPD

Geometry (Å):
Pt  -0.717  -0.917  -0.490
S  0.903  2.943  -1.357
C  -0.369  3.368  -0.396
N  -0.367  4.447  0.397
C  -1.534  4.822  1.185
C  -2.786  4.417  0.466
N  -2.714  2.985  0.163
C  -3.981  2.220  0.301
C  -4.601  2.442  1.656
C  -4.098  1.753  2.755
C  -4.635  1.961  4.017
C  -5.674  2.866  4.189
C  -6.183  3.553  3.096
C  -5.648  3.340  1.834
C  -1.623  2.504  -0.397
S  -1.752  1.037  -1.271
C  0.748  5.393  0.472
C  0.516  6.626  -0.370
C  0.282  6.539  -1.741
C  0.115  7.689  -2.495
C  0.178  8.939  -1.892
C  0.386  9.032  -0.525
C  0.549  7.879  0.232
H  -1.524  5.903  1.313
H  -1.494  4.354  2.175
H  -2.910  4.977  -0.464
H  -3.645  4.594  1.105
H  -3.743  1.173  0.150
H  -4.664  2.524  -0.495
H  -3.294  1.038  2.616
H  -4.253  1.408  4.864
H  -6.095  3.026  5.172
H  -7.002  4.248  3.224
H  -6.060  3.865  0.979
H  1.655  4.872  0.174
H  0.846  5.691  1.517
H  0.245  5.570  -2.223
H  -0.063  7.612  -3.560
H  0.077  9.836  -2.487
H  0.416  10.000  -0.043
H  0.717  7.960  1.300
Se  -5.253  -2.723  -0.142
C  -3.624  -2.075  -0.271
N  -2.548  -1.628  -0.342
N  1.203  -7.543  1.564
C  1.557  -8.844  1.277
C  1.819  -9.947  2.086
C  2.173  -11.111  1.439
C  2.253  -11.183  0.035
C  1.991  -10.089  -0.758
C  1.646  -8.894  -0.121
N  1.354  -7.657  -0.658
C  1.096  -6.889  0.364
C  0.734  -5.478  0.230
C  0.574  -4.942  -1.046
C  0.211  -3.624  -1.187
N  0.014  -2.818  -0.131
C  0.177  -3.319  1.097
C  0.537  -4.632  1.317
H  1.034  -7.169  2.480
H  1.752  -9.896  3.165
H  2.391  -11.996  2.023
H  2.526  -12.122  -0.426
H  2.038  -10.142  -1.837
H  0.724  -5.574  -1.909
H  0.071  -3.179  -2.162
H  0.005  -2.640  1.921
H  0.649  -4.971  2.337
C  3.500  0.250  -3.759
C  2.131  -0.348  -4.008
N  1.424  -0.534  -2.737
C  2.007  -0.414  -1.516
N  1.224  -0.310  -0.463
C  1.784  -0.021  0.855
C  3.201  0.509  0.771
C  3.994  -0.414  -0.132
N  3.355  -0.435  -1.441
C  4.163  -0.543  -2.649
H  3.395  1.287  -3.431
H  4.099  0.231  -4.668
H  2.227  -1.312  -4.514
H  1.535  0.307  -4.641
H  0.449  -0.270  -2.723
H  1.768  -0.930  1.469
H  1.131  0.710  1.337
H  3.646  0.567  1.764
H  3.194  1.509  0.333
H  4.027  -1.425  0.290
H  5.019  -0.068  -0.257
H  4.267  -1.594  -2.942
H  5.157  -0.159  -2.427

Properties
net charge: +1
maximum force: 0.56 eV Å⁻¹
calculated total energy: -143727.136 eV
gap between HOMO and LUMO: 0.2000 hartree

***

Calculated energy relative to the best compared isomer or geometry (same formula, charge and spin) in order - 3.194, 2.441, 1.380 eV
Calculated highest occupied orbital energy in order - -8.081, -8.193, -9.238 eV